# 1
Below is a 2-piece molecular cluster, C3H4ClNO2 overall, with properties calculated with wB97M-V/def2-TZVPD.

Results
frontier orbital gap (alpha / beta)	5.673 / 5.671	eV
energy relative to the best compared isomer or geometry (same formula, charge and spin)	551.0	kJ/mol
molecular weight	121.52	u
LUMO energy (alpha / beta)	-4.06 / -4.06	eV
DFT total energy	-781.94520	hartree

The geometry in XYZ format:
```
11
Properties=species:S:1:pos:R:3:forces:R:3
C -0.7452 -1.2575 -0.1510 -1.4 -0.7 -0.5
C -0.3866 0.0286 -1.2687 5.0 -2.6 1.4
C 0.5721 0.5496 -0.1701 -0.4 -0.5 -0.2
N -0.0205 -0.5862 0.6576 3.3 3.2 0.9
O -1.4752 -2.1567 -0.1740 -1.0 -1.6 -0.8
O 0.4390 1.7949 0.3541 -0.8 0.8 -1.0
Cl 0.9038 -0.8226 3.4023 -0.6 0.2 -1.9
H 0.1280 -0.4339 -2.1713 -1.0 0.5 1.3
H -1.2186 0.5651 -1.3040 -3.7 2.1 -0.6
H 1.5982 0.5601 -0.4359 1.1 -1.5 -0.3
H 0.2049 1.7585 1.2609 -0.5 -0.1 1.6
```
Positions in Å, forces in eV/Å.

---

# 2
Below is a 2-piece molecular cluster, CCl3F2N overall, with properties calculated with wB97M-V/def2-TZVPD.

Results
frontier orbital gap	9.733	eV
energy relative to the best compared isomer or geometry (same formula, charge and spin)	8.1	kJ/mol
molecular weight	170.37	u
structure (SMILES)	F/N=C(/F)Cl.ClCl
LUMO energy	-1.24	eV
DFT total energy	-1673.04344	hartree

The geometry in XYZ format:
```
7
Properties=species:S:1:pos:R:3:forces:R:3
F -1.9338 -0.2949 0.8369 -1.5 0.6 0.0
N -0.8427 -0.9891 0.4405 1.7 0.1 1.1
C 0.1733 -0.4110 0.9675 0.8 -1.6 -1.9
F 1.3509 -1.0123 0.7103 -0.9 0.4 0.3
Cl 0.3381 1.0858 1.6850 -0.2 0.3 0.5
Cl 1.4564 0.6789 -2.3673 -0.6 0.1 0.0
Cl -0.5423 0.9426 -2.2729 0.6 0.0 -0.1
```
Positions in Å, forces in eV/Å.